Computed, not measured: a molecular structure, C26H24N2O6Pd, with wB97M-V/def2-TZVPD.

Its calculated total energy is -46096.52469 eV. The frontier orbital gap (alpha / beta) is 9.2 / 7.7 eV. Its max |F| is 0.01146 Eh/bohr. As for the spin multiplicity: 3. The molecular weight is 566.91 g mol⁻¹. As for the expectation value of S²: 2.004.

Geometry as XYZ:
```
59
Properties=species:S:1:pos:R:3:forces:R:3:mulliken_spin:R:1
Pd 0.7703 -0.9792 0.5633 -0.187 -0.519 -0.208 1.59
O 1.0249 0.9675 -0.3860 0.273 0.104 -0.028 0.08
C 0.5309 2.1209 0.3687 0.058 0.080 -0.252 0.01
C 0.0005 1.6206 1.7348 -0.126 -0.291 0.197 0.00
O -0.3316 2.4384 2.5732 0.006 0.094 -0.101 0.01
O -0.1130 0.3452 1.8677 0.094 0.458 0.160 0.12
C -0.6230 2.7163 -0.4436 0.014 -0.007 0.091 0.00
C -1.4852 3.6423 0.1400 0.014 0.016 -0.033 0.00
C -2.4993 4.2184 -0.6087 -0.005 0.000 0.014 0.00
C -2.6646 3.8887 -1.9475 0.016 -0.005 0.009 0.00
C -1.8022 2.9757 -2.5330 -0.015 -0.016 -0.002 0.00
C -0.7877 2.3905 -1.7848 -0.040 -0.055 -0.010 0.00
C 1.6909 3.1085 0.4683 -0.047 0.027 0.083 0.00
C 2.2501 3.5076 1.6770 0.025 -0.047 -0.022 0.00
C 3.3415 4.3668 1.6859 0.003 -0.002 0.023 0.00
C 3.8864 4.8325 0.5002 -0.020 -0.025 -0.024 0.00
C 3.3318 4.4385 -0.7100 0.019 0.015 0.046 0.00
C 2.2377 3.5896 -0.7224 -0.035 0.022 -0.048 0.01
H 1.9591 1.1158 -0.5829 0.003 0.073 0.009 -0.01
H -1.3545 3.9019 1.1807 -0.004 0.001 0.020 0.00
H -3.1614 4.9354 -0.1407 -0.007 0.001 -0.005 0.00
H -3.4536 4.3467 -2.5297 -0.004 0.002 -0.005 0.00
H -1.9121 2.7174 -3.5792 -0.001 0.002 -0.005 0.00
H -0.1234 1.6727 -2.2466 -0.018 0.004 -0.005 0.00
H 1.8241 3.1620 2.6066 0.001 0.002 0.015 0.00
H 3.7674 4.6716 2.6327 -0.002 0.000 0.007 0.00
H 4.7361 5.5020 0.5173 0.006 0.004 -0.002 0.00
H 3.7425 4.8030 -1.6423 -0.005 -0.002 -0.012 0.00
H 1.7888 3.3169 -1.6709 -0.004 -0.008 0.003 0.00
O 0.9828 -4.1635 -1.7836 -0.054 0.012 -0.026 0.01
C 1.3520 -4.0530 -0.6429 0.139 0.178 0.031 0.01
N 1.6074 -2.8615 0.0454 -0.091 -0.261 0.086 0.10
C 1.9560 -3.1611 1.3268 0.016 0.102 0.198 -0.04
O 2.0883 -2.2705 2.1708 0.196 -0.010 0.174 0.05
C 2.0171 -4.6346 1.5285 0.018 0.078 -0.140 0.02
C 2.3005 -5.4150 2.6294 0.054 -0.033 -0.017 0.01
C 2.2179 -6.7952 2.4624 -0.002 -0.004 -0.044 0.00
C 1.8556 -7.3518 1.2368 0.010 0.026 0.034 0.00
C 1.5589 -6.5484 0.1384 0.038 -0.014 0.024 0.00
C 1.6487 -5.1844 0.3143 -0.087 -0.063 -0.117 0.00
H 2.5781 -4.9718 3.5761 -0.006 0.004 0.005 0.00
H 2.4380 -7.4494 3.2956 -0.005 -0.003 0.007 0.00
H 1.7996 -8.4284 1.1413 0.000 -0.007 0.011 0.00
H 1.2682 -6.9700 -0.8145 -0.011 0.006 -0.001 0.00
C -4.2862 -0.1382 -1.0192 0.042 0.050 0.018 0.00
N -3.0564 -0.6732 -0.4473 0.018 -0.003 -0.102 0.01
C -2.9074 -0.7724 1.0052 -0.062 0.061 -0.009 0.00
C -2.0209 -1.0417 -1.2082 -0.098 0.141 0.213 0.01
C -2.1277 -0.9309 -2.7023 -0.002 -0.048 -0.015 0.00
O -0.9740 -1.4686 -0.6936 -0.029 -0.014 -0.223 0.03
H -4.9665 0.0991 -0.2070 -0.003 0.012 -0.013 0.00
H -4.7758 -0.8625 -1.6705 -0.008 -0.012 0.009 0.00
H -4.0971 0.7777 -1.5816 0.014 0.001 -0.010 0.00
H -3.8315 -0.4422 1.4706 -0.007 -0.028 0.007 0.00
H -2.0842 -0.1515 1.3580 -0.109 -0.088 -0.002 0.00
H -2.7079 -1.8046 1.2938 0.011 -0.004 -0.003 0.00
H -3.1221 -1.1546 -3.0804 -0.008 -0.026 -0.001 0.00
H -1.4007 -1.6065 -3.1447 0.027 0.018 0.018 0.00
H -1.8823 0.0943 -2.9857 -0.016 -0.001 -0.026 0.00
```
Positions in Å, forces in eV/Å.

Computed, not measured: C26H24N4O2 in the gas phase in a non-equilibrium geometry, with wB97M-V/def2-TZVPD.

Its calculated total energy is -37406.76987 eV. The frontier orbital gap is 8.1 eV. For the energy above the lowest of the compared OMol25 structures with the same formula, charge and spin, the calculation gives 0.0 kcal per mole. Its max |F| is 0.02217 Eh/bohr. As for the spin multiplicity: 1. The molecular weight is 424.50 g mol⁻¹.

Geometry as XYZ:
```
56
Properties=species:S:1:pos:R:3:forces:R:3:lowdin_charge:R:1
C -4.9776 -1.9233 -2.3766 0.069 0.221 0.229 -0.08
C -4.9646 -1.3028 -0.9830 0.219 -0.153 0.177 -0.41
C -5.8318 -2.1056 -0.0176 0.099 0.288 -0.079 -0.07
C -3.5290 -1.2166 -0.4595 -0.203 -0.023 -0.434 -0.19
O -3.5428 -0.4605 0.7348 -0.028 0.097 0.183 -0.04
C -2.3734 -0.2427 1.3864 0.159 0.116 0.234 -0.26
C -2.4598 0.5214 2.5537 -0.089 -0.084 -0.125 0.00
C -1.3258 0.8033 3.2857 -0.121 0.032 -0.021 -0.07
C -0.0852 0.3547 2.8648 0.173 -0.133 -0.167 -0.04
C 0.0137 -0.4003 1.7019 -0.428 0.215 0.308 -0.18
C 1.3116 -0.8497 1.1773 0.428 -0.225 -0.135 -0.22
C 2.4437 -0.0111 1.2976 0.350 -0.321 -0.052 0.04
C 3.6105 -0.3503 0.6603 -0.456 -0.384 0.309 -0.06
C 4.7465 0.6104 0.6161 0.014 0.151 -0.007 -0.40
O 5.9076 0.3599 0.8491 -0.024 -0.093 0.013 0.09
N 4.3832 1.8878 0.2456 0.881 0.724 -0.021 0.07
N 3.1277 2.2188 -0.0424 -0.751 0.258 -0.334 0.04
C 2.7923 3.4035 -0.3559 0.887 -0.099 0.147 -0.08
C 1.3945 3.7048 -0.6011 -0.877 0.162 -0.155 -0.20
C 0.4022 2.7335 -0.4357 0.147 0.268 -0.058 0.00
C -0.9160 3.0919 -0.6496 0.167 -0.297 0.091 -0.13
N -1.2936 4.3070 -1.0154 -0.469 0.218 -0.104 0.06
C -0.3568 5.2249 -1.1800 0.114 0.176 -0.034 -0.15
C 0.9931 4.9854 -0.9841 0.131 -0.360 0.106 -0.02
C 3.6916 -1.6040 -0.0034 -0.392 0.005 0.107 -0.08
C 4.8494 -2.0915 -0.6385 0.254 -0.182 -0.183 -0.01
C 4.8368 -3.3129 -1.2552 0.157 0.269 0.053 -0.07
C 3.6697 -4.0924 -1.2773 -0.287 -0.083 0.067 -0.08
C 2.5254 -3.6432 -0.6810 0.177 -0.146 -0.126 -0.01
C 2.5042 -2.3916 -0.0297 0.644 0.188 -0.140 -0.21
N 1.3471 -1.9822 0.5177 -0.513 0.102 0.245 0.18
C -1.1330 -0.7077 0.9718 -0.151 -0.034 -0.141 0.04
H -5.9962 -1.9809 -2.7516 -0.083 -0.044 -0.074 0.08
H -4.3886 -1.3294 -3.0719 0.054 0.023 -0.136 0.08
H -4.5650 -2.9297 -2.3477 0.035 -0.155 -0.041 0.08
H -5.3546 -0.2815 -1.0388 0.057 -0.004 -0.013 0.14
H -5.7792 -1.6723 0.9774 -0.063 -0.029 0.130 0.08
H -6.8684 -2.1028 -0.3454 -0.126 -0.046 -0.001 0.08
H -5.4878 -3.1368 0.0330 0.029 -0.154 0.016 0.08
H -2.8868 -0.7281 -1.2060 -0.004 -0.055 0.089 0.13
H -3.1382 -2.2250 -0.2668 0.015 0.048 -0.020 0.14
H -3.4294 0.8780 2.8631 -0.120 0.045 0.039 0.12
H -1.4075 1.3838 4.1926 -0.021 0.042 0.074 0.11
H 0.7933 0.5696 3.4536 0.107 0.037 0.042 0.11
H 2.3598 0.9151 1.8422 -0.038 0.041 -0.039 0.11
H 5.1366 2.5810 0.1946 -0.214 -0.298 0.055 0.17
H 3.5136 4.2257 -0.4304 0.028 -0.078 0.034 0.13
H 0.6718 1.7330 -0.1412 -0.036 -0.137 0.040 0.09
H -1.7145 2.3736 -0.5174 0.002 -0.146 0.042 0.10
H -0.7098 6.2028 -1.4808 0.069 0.108 -0.023 0.10
H 1.7188 5.7728 -1.1242 0.060 0.094 -0.017 0.11
H 5.7521 -1.5013 -0.6081 0.061 0.012 -0.004 0.11
H 5.7320 -3.6869 -1.7295 0.083 0.004 -0.027 0.10
H 3.6850 -5.0531 -1.7709 -0.034 -0.075 -0.025 0.10
H 1.6160 -4.2236 -0.6840 -0.101 -0.042 -0.002 0.11
H -1.0141 -1.3031 0.0815 -0.042 -0.062 -0.092 0.11
```
Positions in Å, forces in eV/Å.

Computed, not measured: a molecular structure, C26H24N4O3PPtS2, with wB97M-V/def2-TZVPD.

Its calculated total energy is -73656.12677 eV. The frontier orbital gap is 7.1 eV. Its charge is +1. For the energy above the lowest of the compared OMol25 structures with the same formula, charge and spin, the calculation gives 14.0 kcal per mole. Its max |F| is 0.01827 Eh/bohr. As for the spin multiplicity: 1. The molecular weight is 730.69 g mol⁻¹.

Geometry as XYZ:
```
61
Properties=species:S:1:pos:R:3:forces:R:3:lowdin_charge:R:1
Pt 1.1854 -0.8061 -0.0150 0.226 -0.138 -0.255 0.99
C -0.2239 -2.9805 3.4101 -0.034 -0.039 -0.010 0.02
C 0.5050 -2.3965 2.2489 -0.080 -0.297 -0.172 -0.21
N -0.0234 -2.0721 1.1157 0.023 0.526 -0.251 -0.08
N -1.3542 -2.2997 0.9015 -0.108 -0.099 0.160 -0.01
C -1.8522 -2.6323 -0.3382 -0.014 -0.037 0.067 -0.92
N -3.2018 -2.7344 -0.3358 -0.001 -0.115 -0.013 0.10
S -0.9363 -2.8792 -1.6794 0.092 0.030 0.027 0.70
C 1.9710 -2.2439 2.3199 0.008 -0.012 0.039 -0.21
C 2.7200 -2.5518 3.4386 -0.005 -0.012 -0.041 0.02
C 4.1016 -2.4143 3.3711 0.010 0.011 -0.025 -0.01
C 4.6831 -1.9889 2.1921 -0.002 -0.022 0.028 0.00
C 3.8679 -1.7008 1.1079 0.015 -0.049 -0.047 -0.07
N 2.5486 -1.8324 1.1765 0.120 0.187 0.089 -0.04
H -1.2953 -3.0496 3.2586 0.011 -0.034 0.005 0.08
H -0.0440 -2.3622 4.2909 -0.007 -0.003 0.006 0.11
H 0.1511 -3.9827 3.6235 0.024 0.008 -0.003 0.11
H -1.9837 -2.1002 1.6644 0.007 0.147 -0.042 0.14
H -3.7352 -2.7663 0.5174 -0.010 0.020 -0.002 0.11
H -3.6212 -3.1238 -1.1629 0.014 -0.012 -0.004 0.10
H 2.2441 -2.8886 4.3474 -0.001 0.029 0.015 0.12
H 4.7107 -2.6340 4.2370 0.005 -0.005 0.000 0.12
H 5.7515 -1.8596 2.1032 0.009 -0.026 -0.003 0.13
H 4.2649 -1.3475 0.1658 -0.005 0.066 0.020 0.13
O 4.1297 2.1495 0.1748 0.051 -0.056 -0.518 -0.26
S 2.8066 1.6156 0.1889 -0.355 0.230 0.839 0.49
O 2.6397 0.4387 -0.7829 -0.019 -0.391 0.301 -0.51
O 2.2807 1.2576 1.4968 0.136 0.081 -0.209 -0.35
C 1.6648 2.7911 -0.4857 -0.056 -0.099 -0.044 -0.26
C 2.0509 4.1194 -0.5379 0.002 0.017 0.016 -0.03
C 1.1603 5.0775 -0.9990 0.008 0.001 -0.002 -0.04
C -0.1071 4.7023 -1.4147 -0.002 -0.014 -0.010 -0.05
C -0.4854 3.3690 -1.3700 0.022 0.013 -0.021 -0.07
C 0.3899 2.3929 -0.9026 -0.008 0.026 0.069 -0.29
P -0.2562 0.6770 -0.9321 -0.105 -0.027 -0.020 0.95
C -0.6313 0.4484 -2.6849 0.032 -0.164 0.018 -0.37
C 0.5031 0.2086 -3.4652 -0.029 -0.050 0.011 -0.09
C 0.3776 -0.0133 -4.8249 0.001 0.012 -0.006 -0.05
C -0.8776 -0.0016 -5.4189 -0.003 0.001 0.011 -0.06
C -2.0025 0.2537 -4.6514 0.010 0.011 -0.010 -0.06
C -1.8834 0.4793 -3.2872 -0.037 0.163 0.002 -0.09
C -1.6779 0.7458 0.1981 0.003 0.089 -0.003 -0.34
C -2.9842 0.3507 -0.0534 -0.012 0.004 -0.058 -0.10
C -3.9163 0.3216 0.9796 0.013 0.025 0.016 -0.08
C -3.5503 0.6836 2.2655 -0.007 -0.012 -0.019 -0.07
C -2.2435 1.0901 2.5228 0.010 0.005 0.007 -0.07
C -1.3140 1.1204 1.4994 -0.007 0.042 -0.011 -0.10
H 3.0487 4.3877 -0.2188 0.008 0.002 -0.005 0.12
H 1.4603 6.1158 -1.0367 0.006 0.001 -0.010 0.12
H -0.8008 5.4444 -1.7858 -0.011 0.004 0.014 0.11
H -1.4739 3.0858 -1.7137 -0.005 0.000 0.003 0.11
H 1.4851 0.1916 -3.0063 0.002 -0.013 0.010 0.10
H 1.2611 -0.1984 -5.4207 0.001 -0.005 -0.005 0.11
H -0.9766 -0.1847 -6.4803 0.000 0.006 -0.004 0.11
H -2.9804 0.2836 -5.1129 -0.004 -0.009 -0.003 0.11
H -2.7751 0.7097 -2.7241 0.023 -0.003 0.005 0.09
H -3.2941 0.0242 -1.0338 0.045 -0.011 0.031 0.08
H -4.9336 0.0179 0.7683 -0.012 0.004 -0.001 0.11
H -4.2808 0.6659 3.0637 -0.004 0.008 0.004 0.11
H -1.9541 1.3971 3.5192 0.003 -0.010 0.009 0.11
H -0.2934 1.4287 1.7079 0.001 -0.006 0.004 0.10
```
Positions in Å, forces in eV/Å.